Formula: C19H26AlBr2Cl5F2NO9S
Source: the OMol25 dataset
Level of theory: ωB97M-V with the def2-TZVPD basis set

HOMO-LUMO gap in Eh: 0.0703
Strongest force on any atom in eV Å⁻¹: 5.8
Net charge: -1

The geometry in XYZ format:
```
66
Properties=species:S:1:pos:R:3:forces:R:3
C -0.011161 0.274592 2.302720 -0.161 0.051 -1.111
C 0.333436 -0.122165 0.841577 0.272 0.101 0.321
S 1.303526 1.279043 0.132770 -0.158 -0.308 -0.343
C 1.080325 1.044898 -1.679379 -1.290 -0.969 -0.394
C 0.997502 -0.419939 -2.044687 0.381 0.725 0.204
C 1.882009 -1.365521 -1.782442 0.390 -0.602 -0.211
C 3.184994 -1.363965 -1.041969 -0.682 -0.946 0.301
O 4.323034 -1.174837 -1.896387 -0.644 0.253 -0.519
N 5.389429 -0.692396 -1.104430 0.276 0.623 -0.215
O 5.878712 -1.536084 -0.473864 1.102 -0.039 -0.903
C 1.306772 -2.621833 -2.406504 1.279 5.546 -0.906
O 1.546076 -3.707380 -2.146116 0.818 -5.172 0.714
O 0.442101 -2.178232 -3.383121 -2.439 -2.401 0.571
C -0.138951 -1.116170 -2.797850 5.632 1.284 0.643
O -1.239848 -0.791331 -2.793796 -4.828 0.940 -0.663
H 0.799035 0.917174 2.668358 -0.247 -0.289 0.334
H -0.942507 0.852076 2.266232 0.237 -0.013 0.310
H -0.160829 -0.613615 2.923633 0.117 0.232 -0.049
H 0.959631 -1.021335 0.817806 -0.070 0.227 0.010
H -0.551923 -0.332190 0.227461 0.162 0.236 0.176
H 0.130232 1.493901 -2.001660 0.267 0.062 0.296
H 1.865502 1.519884 -2.276217 0.144 -0.152 0.403
H 3.195571 -0.648486 -0.211193 -0.086 0.072 -0.413
H 3.281280 -2.361717 -0.591457 -0.225 0.393 -0.098
Br 5.934185 -7.729687 -0.201044 0.023 0.004 -0.312
C 6.821333 -6.024251 -0.396637 0.679 -0.160 -0.119
C 6.268142 -5.059464 0.590423 0.322 0.562 0.322
Br 4.518594 -4.466357 0.002755 -0.262 -0.344 0.463
H 6.691105 -5.714771 -1.428700 -0.040 0.021 0.021
H 7.879047 -6.214269 -0.212099 -0.040 -0.191 0.041
H 6.885811 -4.163364 0.651159 -0.110 0.081 -0.063
H 6.144844 -5.474528 1.585704 -0.021 -0.033 -0.033
O 0.164110 3.817228 -1.160416 -0.124 0.551 -0.402
H 0.779862 3.828381 -0.411157 -0.082 -0.285 0.044
H -0.441863 4.545781 -0.984523 0.401 -0.417 1.050
Al -1.510914 5.680879 -2.285434 -1.089 1.289 0.049
F 7.995962 -8.887970 -0.494783 -0.706 0.639 0.176
C -4.250600 -1.087217 5.343810 0.012 -0.008 0.019
C -4.179163 -1.961236 4.268103 -0.017 -0.006 -0.007
C -4.018263 -1.466694 2.981800 -0.118 0.057 0.103
C -3.918712 -0.100341 2.771377 0.000 0.053 -0.038
C -3.985225 0.774265 3.846575 0.003 0.029 0.005
C -4.155973 0.281324 5.132754 0.011 -0.002 0.007
H -4.379531 -1.472619 6.347426 0.004 0.001 -0.004
H -4.249736 -3.029643 4.433432 -0.017 0.008 0.014
H -3.969771 -2.144004 2.144118 -0.044 0.032 -0.028
H -3.787722 0.283417 1.767183 -0.003 0.002 0.005
H -3.904530 1.841416 3.681965 -0.008 -0.007 0.000
H -4.213494 0.963795 5.971164 0.008 -0.001 -0.004
C -3.492146 10.104365 -0.778823 0.041 0.192 0.073
C -3.768217 8.601576 -0.640873 -0.397 0.513 -0.214
O -4.938649 8.241966 -0.785937 0.042 -0.479 -0.043
O -2.745386 7.888120 -0.389053 0.833 -1.069 -0.679
H -4.407115 10.653691 -0.993125 -0.040 -0.092 0.007
H -3.063806 10.490084 0.148158 0.126 -0.021 -0.067
H -2.782987 10.278823 -1.590968 0.094 -0.003 0.100
F 2.130641 -0.853593 -4.309505 0.468 0.607 -0.256
C -3.798141 0.907410 -4.867848 0.088 -0.194 -0.067
Cl -5.369297 1.466742 -5.468650 0.041 0.028 0.035
Cl -2.568243 1.154647 -6.113318 -0.056 0.006 0.105
Cl -3.362399 1.829635 -3.417293 -0.026 0.011 0.009
Cl -3.893237 -0.806289 -4.465082 -0.088 0.173 -0.077
O -1.822591 -3.286925 1.650195 0.054 -0.049 -0.091
H -2.446259 -3.805105 2.165995 0.056 -0.057 0.078
H -2.285592 -3.113337 0.824492 0.114 -0.007 -0.099
Cl 4.641978 -2.086250 1.537192 -0.380 -1.288 1.422
```
Forces are in eV/Å.